# 1
13
Properties=species:S:1:pos:R:3:forces:R:3:lowdin_charge:R:1 method="wB97M-V/def2-TZVPD" smiles=[NH3+][C@@H](I)[C@H]1CO1 homo_lumo_gap_ev=9.95 total_charge=+1 relative_energy_kcal_mol=42.9 multiplicity=1
I -0.826819 -0.166645 2.828875 0.3 -0.1 -1.2 0.9147
O -0.105545 2.033755 -0.174329 -0.4 0.5 0.3 -0.0009
N -0.132941 -1.595349 0.190611 1.3 2.2 -0.9 0.1509
C 0.392523 1.309316 -1.271964 3.6 1.4 -0.3 -0.0826
C 0.433921 0.780803 0.078737 -0.4 -1.2 2.7 -0.3855
C -0.638095 -0.226597 0.633830 1.5 0.6 0.6 -0.6230
H -0.263158 -1.687932 -0.865232 1.2 0.3 1.4 0.2092
H 1.360139 0.748343 0.725717 -0.7 0.2 -1.0 0.1578
H -0.589067 -2.385469 0.535396 -1.3 -1.6 1.4 0.1157
H -0.279423 0.980597 -2.010480 -0.9 -0.3 -0.8 0.1071
H -1.613303 0.021706 0.302987 -0.8 -0.2 -0.7 0.0772
H 0.839948 -1.555729 0.643234 -1.1 -0.8 -1.7 0.1895
H 1.421818 1.743200 -1.617383 -2.1 -1.0 0.2 0.1698

# 2
56
Properties=species:S:1:pos:R:3:forces:R:3:lowdin_charge:R:1 method="wB97M-V/def2-TZVPD" homo_lumo_gap_ev="7.38 / 7.33" relative_energy_kcal_mol=0.0 multiplicity=2
Cu 0.741324 0.313565 0.564624 -0.3 -0.1 1.8 0.4781
O 0.905417 1.374594 2.348836 -0.6 0.7 -1.3 -0.0708
O -2.941359 1.835365 -1.043979 0.0 0.1 0.1 -0.2095
O 1.627804 -0.676473 2.282339 -0.5 0.3 -1.4 -0.0918
O 2.685961 0.941549 -0.152930 1.3 0.0 -0.9 -0.2536
O -1.103502 -3.101123 0.088159 -0.1 -0.2 -0.2 -0.2089
O 1.496258 0.322691 4.257434 -0.1 0.6 -0.3 0.0105
N 1.049281 -1.185344 -0.996638 0.3 -0.5 0.8 0.0734
N -0.044083 1.775954 -0.973497 -0.6 0.1 0.3 0.0650
N -1.431080 -0.334889 0.991756 -0.5 -1.0 0.5 0.0608
C -2.180320 3.034223 -1.007180 0.4 -0.8 -0.5 -0.2022
C 3.210742 -0.045838 -1.033455 -0.2 0.4 0.0 -0.1869
C -0.146837 4.036665 -0.010758 0.5 -0.1 0.4 -0.0458
C -0.895289 2.732991 -0.232555 -0.7 1.0 -0.2 -0.4063
C 3.467069 2.129807 -0.191256 -0.2 -0.2 0.6 -0.0634
C -2.877639 -1.984632 2.159028 0.3 0.2 0.4 -0.0509
C -4.164508 1.978287 -1.736409 0.2 -0.2 0.0 -0.1028
C 3.093666 -2.438611 -1.671250 -0.5 0.1 -1.0 -0.0498
C -0.607356 -2.697238 1.355421 -0.1 0.3 0.3 -0.2068
C 1.359115 0.378633 3.037484 0.3 -1.5 0.7 -0.9018
C -1.434454 -1.543728 1.889512 -0.1 0.3 -0.3 -0.3711
C 2.500525 -1.356531 -0.765047 0.8 -0.3 -1.1 -0.3924
C -0.652511 -4.389478 -0.260766 -0.2 -0.3 0.4 -0.1103
H 4.444757 1.945231 0.262271 0.0 0.0 0.0 0.0997
H -4.609866 0.986520 -1.792307 0.0 0.0 -0.1 0.0884
H 3.625971 2.491923 -1.211439 -0.2 0.0 -0.1 0.0924
H 0.782746 3.866035 0.538342 -0.1 -0.2 0.1 0.0728
H -1.865386 3.269691 -2.038711 -0.3 0.4 0.0 0.1323
H -0.951633 -1.217011 2.812326 0.0 -0.1 0.0 0.1450
H -3.981570 2.358224 -2.747070 -0.2 0.0 0.0 0.0887
H 0.613458 2.318714 -1.525621 0.2 -0.1 0.1 0.0935
H 2.923050 2.841798 0.425279 0.1 0.2 -0.1 0.0869
H -1.924532 0.356477 1.553096 0.3 0.3 -0.1 0.0873
H 0.808669 -0.959516 -1.957389 0.5 0.3 -0.1 0.1067
H -0.724901 -3.491526 2.103636 0.1 -0.2 -0.2 0.1340
H 2.814277 -2.233498 -2.716678 0.1 0.2 0.1 0.0826
H 0.443040 -4.437105 -0.254088 0.0 -0.1 -0.2 0.0831
H -3.388113 -2.279677 1.242690 0.0 0.0 -0.1 0.0775
H 0.145571 4.511995 -0.951599 -0.3 0.0 -0.1 0.0862
H 2.675839 -1.637592 0.273914 -0.3 0.2 0.2 0.1380
H -4.861793 2.636571 -1.208900 0.1 0.1 0.0 0.0901
H -0.730098 4.730220 0.593946 -0.1 0.0 -0.1 0.0888
H -1.070131 -4.674048 -1.224534 0.2 0.3 -0.2 0.0892
H 4.182146 -2.477674 -1.676074 0.0 -0.2 0.4 0.0824
H -2.777967 3.845820 -0.587062 0.1 0.1 0.1 0.1327
H 3.060797 0.285144 -2.075518 -0.2 -0.1 0.0 0.1361
H -1.233743 2.324014 0.719991 0.5 -0.2 0.1 0.1219
H 4.297874 -0.130400 -0.928084 0.0 -0.2 0.3 0.1358
H 2.652416 -3.422360 -1.499437 0.3 0.0 0.4 0.0718
H 0.454340 -2.439628 1.294258 0.0 0.1 0.1 0.0992
H -0.653733 1.316627 -1.647337 0.1 -0.3 0.2 0.0888
H -1.015234 -5.144852 0.450112 0.1 0.1 0.1 0.0930
H -2.921121 -2.816979 2.864384 0.0 0.0 0.0 0.0816
H 0.647656 -2.113315 -0.879605 -0.5 0.3 0.4 0.0679
H -2.113398 -0.561338 0.267638 0.3 0.2 -0.3 0.0847
H -3.407612 -1.148926 2.620696 -0.2 -0.1 -0.1 0.0782

# 3
70
Properties=species:S:1:pos:R:3:forces:R:3:lowdin_charge:R:1 method="wB97M-V/def2-TZVPD" homo_lumo_gap_ev="6.72 / 2.24" total_charge=+1 relative_energy_kcal_mol=8.5 multiplicity=2
S -2.860299 -0.936365 3.921624 1.3 0.4 -1.3 0.8729
S 0.823871 3.484575 -4.216166 3.4 0.5 2.4 0.8688
S 1.610971 -2.858045 -5.205806 -1.4 0.4 -0.3 1.0947
S 3.349081 2.593125 3.076244 -0.6 1.6 1.1 0.8198
S 1.357121 -6.929185 0.283844 1.2 -0.7 1.0 0.8345
S -4.109609 3.995045 1.684804 1.0 2.6 1.6 0.8305
S 1.352411 0.113265 0.124414 0.0 1.2 1.6 0.8533
O -3.808769 5.118185 2.705214 -1.1 -1.8 -1.1 -0.5838
O 2.607041 3.868975 2.707454 0.7 -1.5 0.2 -0.5868
O 1.551891 0.429605 -1.331246 -0.7 -0.9 0.2 -0.5826
O 2.644591 -7.730255 0.134174 -2.0 1.3 -0.5 -0.5362
O 1.963711 4.493685 -4.136986 -1.6 0.2 -0.7 -0.5784
O 1.602261 -1.982675 -6.443426 -0.1 -1.6 1.4 -0.2702
O -1.694169 -0.389415 3.073964 -1.1 -1.0 0.6 -0.6147
C 2.316891 1.731415 4.371594 0.8 0.0 -0.1 -0.2415
C -3.890139 0.525765 4.040554 -1.3 0.2 0.1 -0.2726
C 0.194941 -1.262395 0.356344 -0.6 -0.9 -1.2 -0.2666
C 0.221311 1.451905 0.776824 -0.4 -0.3 -0.7 -0.2399
C 1.864401 2.080865 -4.720606 -0.9 -0.6 -0.1 -0.2720
C -3.828439 -2.138755 2.821384 0.1 1.1 0.5 -0.2190
C -2.404149 3.637275 1.186544 -0.2 -0.7 -0.6 -0.2705
C 4.782801 3.180865 4.141814 -0.6 -0.1 0.4 -0.2451
C -4.715759 4.895675 0.186904 0.9 -0.5 0.1 -0.2450
C 0.514541 -4.394035 -5.257436 0.1 0.4 -0.5 -0.1307
C 0.661131 3.117255 -2.401646 -0.3 0.0 -0.3 -0.2717
C 1.790521 -5.193725 0.427344 -0.1 0.7 -0.1 -0.2951
C 0.540431 -6.680165 -1.344816 1.4 -1.1 0.1 -0.2711
C 0.935281 -1.837585 -3.853446 0.6 0.6 -0.4 -0.1783
H 0.435371 4.066015 -1.914836 -0.6 0.1 -0.4 0.0508
H 1.375121 -6.360095 -1.968466 -0.2 0.4 -0.3 0.0315
H -4.399339 -1.610635 2.057664 0.1 0.1 0.0 0.0471
H -4.508929 -2.716575 3.446824 0.1 0.1 0.1 0.0445
H 0.064581 -1.274105 -4.188826 -0.2 -0.5 -0.3 0.0867
H -4.082279 5.765385 0.012514 0.0 0.0 0.3 0.0580
H -0.081699 2.340965 -2.218136 -0.1 0.2 0.1 0.0256
H 0.751991 -2.400935 -2.938486 0.2 -0.1 -0.2 0.0731
H -3.090609 -2.794105 2.358554 0.1 0.2 0.2 0.0385
H 2.293011 -4.907065 -0.496466 0.0 0.2 0.0 0.0445
H 1.710391 -1.079135 -3.743636 0.1 -0.1 0.5 0.0500
H -4.903389 0.306445 4.377154 -0.2 -0.4 -0.3 0.0574
H 1.263491 1.722485 4.091644 0.2 0.4 -0.2 0.0389
H -2.438299 3.161885 0.206274 0.3 0.7 -0.5 0.0401
H 0.658211 2.450245 0.753764 0.6 -0.3 -0.2 0.0543
H 0.704921 -2.222915 0.282674 0.6 0.2 0.1 0.0174
H 2.062801 2.368325 -5.753126 0.2 -0.5 0.0 0.0454
H 1.593371 2.846055 -1.906186 0.2 -0.3 -0.8 0.0448
H -0.338399 -6.035755 -1.367336 0.2 -0.2 0.3 0.0548
H 5.219331 2.452195 4.824874 0.3 -0.8 -0.9 0.0466
H 2.379871 -4.830045 1.269074 0.2 -0.9 0.1 0.0649
H -0.614159 1.434495 0.076974 0.0 0.0 -0.2 0.0355
H 0.839681 -4.676585 0.556014 -0.2 0.1 -0.4 0.0336
H -0.227409 1.334515 1.763224 0.5 -0.8 0.1 0.0312
H -0.459659 -1.335655 1.224814 0.4 0.8 0.4 0.0327
H -3.573149 1.242685 4.797944 0.8 -0.4 0.0 0.0627
H -1.860129 4.569535 1.338374 -0.1 0.1 -0.6 0.0690
H 1.321081 1.140535 -4.627436 -0.3 -0.1 -0.4 0.0121
H 0.779381 -4.997335 -6.125756 0.0 0.3 -0.1 0.0748
H 0.361281 -7.717055 -1.629176 -0.6 0.1 -0.2 0.0467
H 2.641921 0.691995 4.417034 0.2 0.0 0.0 0.0405
H -1.871889 2.881275 1.763824 -0.7 0.0 0.7 0.0257
H 0.606831 -5.033565 -4.379606 0.7 0.5 0.3 0.0595
H 2.780111 1.940335 -4.146296 -0.1 0.8 0.2 0.0666
H -3.926069 1.046715 3.083774 0.1 -0.2 -0.1 0.0366
H 2.474801 2.184405 5.350344 -0.2 0.2 -0.1 0.0478
H -4.577139 4.229445 -0.664576 -0.4 -0.1 -0.1 0.0396
H 5.481131 3.658045 3.454254 0.1 -0.3 0.1 0.0429
H -0.466549 -1.286215 -0.509656 -0.2 0.4 -0.2 0.0441
H 4.518551 3.903305 4.914054 -0.9 0.5 -0.6 0.0522
H -5.751209 5.209205 0.319734 0.1 -0.3 0.2 0.0515
H -0.520829 -4.053625 -5.272806 0.1 0.3 -0.3 0.0769

# 4
19
Properties=species:S:1:pos:R:3:forces:R:3:lowdin_charge:R:1 method="wB97M-V/def2-TZVPD" homo_lumo_gap_ev=9.01 relative_energy_kcal_mol=38.1 multiplicity=1
F -2.814106 -0.314757 1.347333 0.3 -0.1 0.1 0.0641
O 3.037041 -0.901686 -0.008603 -3.6 0.4 -1.1 -0.0401
O -1.798004 -2.673693 -0.891246 2.5 0.7 0.6 0.0962
N 0.219374 -1.457570 -0.436377 2.6 -0.6 -0.8 0.1042
C -0.531314 0.587782 0.675787 0.4 -0.6 -0.5 -0.1180
C 1.973515 -0.246530 0.738676 0.3 0.0 1.7 -0.1989
C -1.015295 -1.853290 -0.473846 -5.3 2.2 1.1 -0.2637
C -1.782033 -0.198060 0.493330 1.2 -1.5 -3.4 -0.2016
C 0.665217 -0.160586 -0.047654 0.7 3.3 -0.4 -0.2578
C -1.832278 2.063148 -1.112798 -0.5 0.5 -0.5 0.0564
C -1.536860 1.030231 -0.319725 -1.0 0.1 0.3 -0.1895
H 2.259923 0.753715 1.117452 0.0 -0.1 -0.9 0.1262
H 3.861659 -0.892529 0.405177 1.8 0.2 1.4 0.0523
H 1.045148 -1.918109 -0.829085 -0.8 -0.8 -0.2 0.1699
H -1.183940 2.949462 -1.222259 0.2 -0.8 0.3 0.0582
H -2.741080 2.255894 -1.750246 0.7 -1.0 1.0 0.0716
H 0.936432 0.539458 -0.975071 -0.7 -1.7 1.4 0.1901
H 1.730623 -0.735076 1.709440 0.4 -0.5 -0.6 0.1304
H -0.494022 1.172187 1.579711 0.9 0.2 0.2 0.1500

# 5
18
Properties=species:S:1:pos:R:3:forces:R:3:lowdin_charge:R:1 method="wB97M-V/def2-TZVPD" homo_lumo_gap_ev=9.69 relative_energy_kcal_mol=71.4 multiplicity=1
N -1.137482 -1.424018 -1.427947 0.7 -0.3 -1.2 0.1167
N -0.185018 0.041459 0.156935 -1.7 1.0 1.3 0.0147
N 1.470334 1.396426 -0.841045 0.2 0.1 -0.1 0.0439
C -1.140858 -0.566992 -0.530391 -4.0 0.9 2.1 -0.4636
C 2.084613 -0.308745 0.911018 0.0 0.1 -0.3 -0.0622
C 1.206929 0.077121 -0.283452 0.1 0.6 1.0 -0.4528
C -2.586313 -0.009884 0.402227 0.0 -1.9 -2.4 -0.0380
H -2.822084 -0.823801 1.087302 0.1 0.0 0.0 0.0487
H 1.354288 -0.655689 -1.084067 -0.5 0.1 0.2 0.1374
H 2.371175 1.411327 -1.305286 0.0 0.0 0.0 0.0688
H -2.703977 0.937676 0.939778 0.9 0.2 -0.1 0.0501
H 1.812428 -1.302406 1.264462 0.0 0.0 0.0 0.0747
H 3.136074 -0.304401 0.623423 0.0 0.0 0.0 0.0701
H 1.944005 0.403415 1.726086 0.0 0.0 0.0 0.0717
H -0.944624 0.615911 0.769400 4.5 -0.5 -1.0 0.1640
H -1.985613 -1.598760 -1.949006 -0.1 -0.1 0.5 0.0463
H 1.494386 2.093756 -0.102821 0.0 0.0 0.0 0.0683
H -3.368264 0.017606 -0.356617 -0.2 -0.1 0.1 0.0411

# 6
20
Properties=species:S:1:pos:R:3:forces:R:3:lowdin_charge:R:1 method="wB97M-V/def2-TZVPD" smiles="C/C=C/NCC.O" homo_lumo_gap_ev=9.00 relative_energy_kcal_mol=41.4 multiplicity=1
O 1.390104 0.158835 4.067857 -1.1 0.1 -0.5 -0.0892
N 0.748742 0.244921 0.447602 1.5 0.0 0.1 -0.0711
C -0.573010 0.605196 0.223731 -0.5 0.9 -1.6 -0.1850
C 1.372239 -0.755458 -0.406303 -0.4 -0.6 -0.5 -0.2722
C 1.642636 -0.291952 -1.853604 -0.2 -0.8 -0.7 -0.0929
C -2.909672 0.259286 -0.542141 0.6 1.1 -0.9 -0.1162
C -1.418143 0.101610 -0.711342 1.0 -1.4 2.0 -0.1573
H 2.582601 -0.689946 -2.251802 0.2 0.3 0.5 0.0652
H -3.423946 -0.689541 -0.627719 -0.1 -0.2 0.4 0.0657
H -3.044492 0.775514 0.405624 -0.6 -0.3 0.1 0.0631
H -0.898731 1.503921 0.734615 0.1 -0.1 0.6 0.1122
H 1.430370 0.999540 0.515279 -0.8 0.3 0.3 0.1243
H 0.722527 -1.635486 -0.333016 0.1 0.0 -0.5 0.1092
H -3.335578 0.906610 -1.321427 0.0 -0.1 0.1 0.0659
H 0.427756 0.123252 4.275686 1.1 0.0 -0.2 0.0486
H 1.616361 0.790218 -1.971934 0.1 0.0 0.2 0.0747
H 2.320154 -1.118563 -0.012725 0.0 0.5 0.6 0.1044
H 0.950664 -0.706881 -2.589634 -0.5 0.2 0.3 0.0606
H -1.006845 -0.812984 -1.141184 -0.5 0.2 -0.7 0.0788
H 1.406258 0.231910 3.092433 -0.1 -0.1 0.6 0.0112

What did the first record say?
13
Properties=species:S:1:pos:R:3:forces:R:3:lowdin_charge:R:1 method="wB97M-V/def2-TZVPD" smiles=[NH3+][C@@H](I)[C@H]1CO1 homo_lumo_gap_ev=9.95 total_charge=+1 relative_energy_kcal_mol=42.9 multiplicity=1
I -0.826819 -0.166645 2.828875 0.3 -0.1 -1.2 0.9147
O -0.105545 2.033755 -0.174329 -0.4 0.5 0.3 -0.0009
N -0.132941 -1.595349 0.190611 1.3 2.2 -0.9 0.1509
C 0.392523 1.309316 -1.271964 3.6 1.4 -0.3 -0.0826
C 0.433921 0.780803 0.078737 -0.4 -1.2 2.7 -0.3855
C -0.638095 -0.226597 0.633830 1.5 0.6 0.6 -0.6230
H -0.263158 -1.687932 -0.865232 1.2 0.3 1.4 0.2092
H 1.360139 0.748343 0.725717 -0.7 0.2 -1.0 0.1578
H -0.589067 -2.385469 0.535396 -1.3 -1.6 1.4 0.1157
H -0.279423 0.980597 -2.010480 -0.9 -0.3 -0.8 0.1071
H -1.613303 0.021706 0.302987 -0.8 -0.2 -0.7 0.0772
H 0.839948 -1.555729 0.643234 -1.1 -0.8 -1.7 0.1895
H 1.421818 1.743200 -1.617383 -2.1 -1.0 0.2 0.1698